C24H38ClErN5SSi | ωB97M-V/def2-TZVPD

## Properties
expectation value of S²	3.7531
energy above the lowest of the compared OMol25 structures with the same formula, charge and spin	0.0	kcal per mole
spin multiplicity	4
electronic energy	-91808.6745	eV
total charge	+1
Kohn-Sham gap (alpha / beta)	0.298 / 0.298	hartree
lowest unoccupied orbital energy (alpha / beta)	-2.4 / -2.3	eV

Each line ends with the Mulliken charge.
Atoms and positions in Å:
Er -0.0670 0.2997 -0.6962  0.474
Cl -1.8195 2.3615 -0.4074  -0.262
C -3.0813 1.2968 -1.1283  1.095
C -4.3525 1.3862 -0.5926  -0.770
C -5.3313 0.5671 -1.1217  -0.580
C -5.0010 -0.3147 -2.1479  -0.668
C -3.7213 -0.3538 -2.6655  -0.721
C -2.6979 0.4831 -2.1893  0.423
C -1.3184 0.4617 -2.7221  -1.223
H -4.5602 2.0689 0.2190  0.453
H -6.3374 0.6105 -0.7283  0.430
H -5.7619 -0.9638 -2.5611  0.416
H -3.4894 -1.0233 -3.4849  0.406
H -1.0442 1.4677 -3.0775  0.437
H -1.2556 -0.2159 -3.5704  0.293
C 1.5080 -0.1396 -4.2259  -1.096
S 2.0779 -0.5430 -2.5694  0.268
C 2.2103 -2.3326 -2.7194  -0.916
H 2.3143 -0.3279 -4.9317  0.439
H 1.2492 0.9164 -4.2502  0.332
H 0.6314 -0.7239 -4.4874  0.283
H 1.2590 -2.7683 -3.0168  0.260
H 2.5119 -2.7425 -1.7599  0.223
H 2.9727 -2.5647 -3.4603  0.471
C 2.3174 -2.5197 1.0843  -0.939
Si 0.4831 -2.8860 0.9812  0.313
C -0.1285 -3.5279 2.6240  -1.217
C 0.1532 -4.1450 -0.3711  -1.080
N -0.2799 -1.3489 0.6278  0.622
C -1.6140 -1.1368 1.0913  -0.719
C -2.6799 -1.9546 0.6822  0.026
C -3.9499 -1.7566 1.1853  -0.643
C -4.2028 -0.7210 2.0856  -0.624
C -3.1747 0.1182 2.4662  -0.754
C -1.8878 -0.0938 1.9748  0.128
H 2.9163 -3.4297 1.1581  0.441
H 2.5306 -1.9135 1.9691  0.297
H 2.6830 -1.9648 0.2140  0.081
H 0.7006 -3.9361 3.2072  0.416
H -0.8693 -4.3202 2.5088  0.311
H -0.5852 -2.7328 3.2177  0.307
H -0.6996 -4.7794 -0.1210  0.400
H 1.0079 -4.8064 -0.5343  0.401
H -0.0767 -3.6558 -1.3204  0.192
H -2.4916 -2.7562 -0.0232  0.365
H -4.7544 -2.4100 0.8726  0.430
H -5.1993 -0.5782 2.4823  0.431
H -3.3557 0.9253 3.1649  0.464
H -1.0648 0.5080 2.3420  0.469
C 1.5314 3.2524 -0.0470  -0.600
N 1.6144 1.8140 0.3704  0.644
C 1.3789 1.7714 1.8525  -0.689
N 2.3205 2.5940 2.5773  0.157
C 2.2002 3.9766 2.1028  -0.740
N 2.4782 4.0810 0.6661  0.020
C 3.8331 3.5795 0.4184  -0.701
N 3.9821 2.1900 0.8603  0.155
C 3.0318 1.3754 0.1369  -0.622
C 3.6781 2.1188 2.2923  -0.648
H 0.5207 3.6106 0.1530  0.336
H 1.7225 3.3099 -1.1214  0.288
H 1.4490 0.7309 2.1781  0.149
H 0.3645 2.1330 2.0389  0.282
H 2.9058 4.6026 2.6475  0.333
H 1.1889 4.3360 2.3000  0.351
H 4.5460 4.2030 0.9565  0.361
H 4.0505 3.6422 -0.6490  0.342
H 3.1225 0.3338 0.4543  0.086
H 3.2400 1.4385 -0.9308  0.217
H 4.3912 2.7366 2.8369  0.359
H 3.7765 1.0864 2.6312  0.334